[1]
Molecular formula: CH3F2OP
Method: DFT, ωB97M-V/def2-TZVPD

Computed properties:
LUMO: -0.526 eV
E_HOMO: -9.74 eV
energy above the lowest of the compared OMol25 structures with the same formula, charge and spin: 2.463 eV

ORCA input file:
```
! wB97M-V def2-TZVPD RIJCOSX def2/J DEFGRID3
* xyz 0 1
C 0.8105 0.2581 -0.6935
O -0.4861 0.4661 -0.9566
F -1.7161 0.6125 1.6985
F -0.4976 -1.3008 1.3555
P -1.7477 -0.5284 0.5557
H 1.0575 -0.8784 -0.7643
H 1.2396 0.4822 0.2388
H 1.3398 0.8887 -1.4342
*
```



[2]
Molecular formula: C54H60FeN6O2SSiTe
Method: DFT, ωB97M-V/def2-TZVPD

Computed properties:
LUMO (spin up / spin down): 2.349 / 1.850 eV
E_HOMO (spin up / spin down): -4.41 / -4.42 eV
energy above the lowest of the compared OMol25 structures with the same formula, charge and spin: 0.505 eV
⟨S²⟩: 8.773

ORCA input file:
```
! wB97M-V def2-TZVPD RIJCOSX def2/J DEFGRID3
* xyz -1 6
Fe 1.4716 1.7326 0.5198
C 1.4362 5.1860 3.5818
C 1.7404 4.0351 2.6747
N 1.1032 3.7819 1.6017
N 0.0443 4.5714 1.3346
C -0.4838 4.3382 0.1541
N -1.6242 5.0573 -0.0892
S 0.1007 3.3102 -1.0912
C 2.8020 3.0670 3.0291
C 3.5879 3.2238 4.1642
C 4.4999 2.2353 4.4982
C 4.6118 1.1155 3.6937
C 3.8186 1.0488 2.5566
N 2.9502 2.0071 2.2320
H 0.5407 5.6839 3.2292
H 2.2637 5.9042 3.5902
H 1.2737 4.8373 4.6016
H -2.1160 5.3713 0.7350
H -2.1870 4.7099 -0.8437
H 3.4721 4.1046 4.7837
H 5.1154 2.3390 5.3843
H 5.2946 0.3112 3.9336
H 3.8706 0.2148 1.8633
C -6.9587 -2.9606 -3.2389
C -5.5741 -2.4309 -2.9542
C -4.9884 -1.4669 -3.7666
C -3.7136 -0.9614 -3.5087
C -3.1619 0.0886 -4.4561
C -2.9834 -1.4394 -2.4004
Te -1.0588 -0.4037 -1.8569
N 0.9807 -0.0450 -1.0880
C 2.0687 -0.6064 -0.6662
O 2.9270 0.0931 -0.0183
C 2.4054 -2.0452 -0.9319
C 1.5371 -3.0657 -0.5685
C 1.8924 -4.3969 -0.7645
C 3.1171 -4.7128 -1.3379
C 3.9881 -3.6909 -1.7073
C 3.6386 -2.3640 -1.4937
C -0.1066 -1.0618 -3.6624
C 0.4521 -0.1132 -4.5357
C 0.2172 1.3791 -4.4173
C 1.2525 -0.5543 -5.5938
C 1.5178 -1.8963 -5.8093
C 2.4294 -2.3501 -6.9240
C 0.9243 -2.8220 -4.9606
C 0.1087 -2.4385 -3.9003
C -0.5085 -3.5308 -3.0592
C -3.5744 -2.4025 -1.5677
C -2.8920 -2.9538 -0.3274
C -4.8509 -2.8857 -1.8602
H -7.3930 -2.4787 -4.1174
H -7.6271 -2.7859 -2.3913
H -6.9387 -4.0393 -3.4213
H -5.5409 -1.0877 -4.6262
H -3.9418 0.4540 -5.1297
H -2.3509 -0.3262 -5.0643
H -2.7514 0.9430 -3.9107
H 0.5844 -2.8119 -0.1154
H 1.2105 -5.1858 -0.4674
H 3.3978 -5.7497 -1.4892
H 4.9473 -3.9302 -2.1516
H 4.3188 -1.5605 -1.7566
H 0.0616 1.6964 -3.3908
H -0.6721 1.6750 -4.9836
H 1.0635 1.9361 -4.8293
H 1.6898 0.1882 -6.2599
H 2.8683 -1.4977 -7.4452
H 1.8880 -2.9525 -7.6583
H 3.2427 -2.9652 -6.5320
H 1.1112 -3.8830 -5.1182
H -0.0980 -4.5063 -3.3329
H -1.5921 -3.5555 -3.1917
H -0.3169 -3.3671 -1.9989
H -1.9065 -2.5187 -0.1793
H -2.7804 -4.0416 -0.3917
H -3.4886 -2.7351 0.5644
H -5.2926 -3.6362 -1.2028
C -1.5059 -1.9390 4.5259
C -0.5785 -1.4761 3.3927
C -0.8059 -2.3502 2.1497
C 0.8795 -1.6423 3.8564
Si -0.8214 0.3382 2.8644
O 0.3384 0.7155 1.8469
C -0.7261 1.3657 4.4629
C 0.5234 1.5204 5.0881
C 0.6597 2.2268 6.2798
C -0.4531 2.8259 6.8646
C -1.6946 2.7116 6.2501
C -1.8261 1.9848 5.0678
C -2.5738 0.5822 2.1673
C -3.7664 0.0418 2.6783
C -4.9947 0.2760 2.0661
C -5.0672 1.0687 0.9239
C -3.9061 1.6337 0.4100
C -2.6819 1.3948 1.0293
H -1.2202 -2.9486 4.8567
H -2.5494 -1.9909 4.2039
H -1.4498 -1.2727 5.3959
H -0.5624 -3.4021 2.3613
H -0.1752 -2.0104 1.3173
H -1.8505 -2.3015 1.8184
H 1.1096 -2.7086 3.9953
H 1.0570 -1.1370 4.8123
H 1.5800 -1.2317 3.1168
H 1.4059 1.0765 4.6263
H 1.6348 2.3123 6.7508
H -0.3506 3.3842 7.7890
H -2.5626 3.1858 6.6956
H -2.8069 1.9003 4.6042
H -3.7459 -0.5749 3.5708
H -5.8962 -0.1667 2.4765
H -6.0220 1.2406 0.4382
H -3.9432 2.2508 -0.4844
H -1.7815 1.8392 0.6166
C 5.5260 1.7676 -2.3786
C 4.2424 1.7742 -2.8988
C 3.2094 2.2456 -2.1026
N 3.3881 2.6918 -0.8604
C 4.6303 2.7045 -0.3795
C 5.7271 2.2523 -1.0948
H 6.3570 1.3925 -2.9643
H 4.0324 1.4093 -3.8981
H 2.1878 2.2534 -2.4606
H 4.7493 3.0880 0.6302
H 6.7147 2.2714 -0.6484
*
```



[3]
Molecular formula: C34H71BrCl5LiNNaO10S
Method: DFT, ωB97M-V/def2-TZVPD

Computed properties:
LUMO: -2.490 eV
E_HOMO: -4.16 eV

ORCA input file:
```
! wB97M-V def2-TZVPD RIJCOSX def2/J DEFGRID3
* xyz 0 1
C -0.7511 2.9199 3.5726
C 0.0401 4.1101 2.8881
C -0.2342 4.2568 1.3417
C -1.7395 4.6971 1.0004
C -2.1634 4.0354 -0.4028
C -3.0757 2.7279 -0.2181
C -2.8391 1.6393 -1.3563
C -4.1771 1.0192 -1.9509
C -4.5837 -0.4047 -1.3989
C -3.4964 -1.5462 -1.6884
C -3.3156 -1.8138 -3.2401
C -2.1434 -2.8133 -3.6089
C -0.8478 -2.1245 -4.2471
C -0.5888 -0.7549 -3.4904
C 0.8851 -0.1777 -3.6280
C 0.8418 1.3130 -3.0232
C 1.5473 1.4790 -1.6189
C 0.9826 0.5672 -0.4513
C 2.0864 -0.4955 0.0523
C 1.9350 -0.7357 1.6281
N 1.5517 -2.1491 1.9294
C 2.7861 -3.0223 1.8340
C 2.4132 -4.5109 2.2349
O 0.9990 -4.7151 2.4235
C 0.4303 -3.7946 3.3728
C -1.1380 -3.7530 3.0683
O -1.5227 -2.5570 2.2844
C -2.4721 -1.7879 2.9829
C -3.8933 -1.6847 2.2855
O -2.2291 -1.2591 4.0402
C 1.0349 -2.3401 3.3175
H -0.5898 2.9647 4.6926
H -0.3867 1.8866 3.2416
H -1.8656 3.0542 3.4282
H -0.3050 5.0625 3.3975
H 1.1520 4.0422 3.0938
H -0.0946 3.2565 0.8133
H 0.5274 4.9452 0.8702
H -2.4601 4.4199 1.8249
H -1.6919 5.8137 0.8474
H -1.2364 3.7386 -0.9638
H -2.7453 4.8286 -0.9504
H -2.9049 2.2744 0.8147
H -4.1436 3.1041 -0.2824
H -2.3303 2.1854 -2.2106
H -2.0953 0.8757 -0.9894
H -4.1606 1.0676 -3.0788
H -5.0118 1.7253 -1.6400
H -5.5127 -0.7309 -1.9561
H -4.8453 -0.4016 -0.2958
H -3.8449 -2.4845 -1.1494
H -2.5525 -1.2212 -1.1640
H -4.2773 -2.3198 -3.5731
H -3.2881 -0.8454 -3.8212
H -2.5588 -3.5086 -4.4041
H -1.8626 -3.5061 -2.7540
H 0.0430 -2.7983 -4.0493
H -0.9326 -2.0166 -5.3651
H -0.8329 -0.9073 -2.4011
H -1.2844 0.0072 -3.9581
H 1.6924 -0.8151 -3.1757
H 1.1266 -0.0672 -4.7239
H 1.4032 1.9782 -3.7448
H -0.2302 1.6670 -3.0438
H 1.3628 2.5557 -1.3016
H 2.6657 1.3572 -1.6698
H -0.0171 0.0953 -0.6667
H 0.8171 1.2471 0.4538
H 3.1000 -0.0397 -0.1305
H 2.0524 -1.4773 -0.5113
H 1.1044 -0.0897 2.0489
H 2.8972 -0.4905 2.1637
H 0.8009 -2.4631 1.2940
H 3.2964 -2.9098 0.8436
H 3.5058 -2.6134 2.6093
H 2.7239 -5.1683 1.3681
H 3.0305 -4.8626 3.1142
H 0.5176 -4.1386 4.4446
H -1.3704 -4.6325 2.3914
H -1.7573 -3.8963 3.9942
H -4.6432 -1.5493 3.1067
H -4.0438 -2.6272 1.6862
H -3.9252 -0.8242 1.5546
H 1.9078 -2.3127 4.0343
H 0.3323 -1.5292 3.6517
C 2.3228 -2.2127 -6.4270
O 1.1625 -2.7376 -7.0404
H 2.3514 -1.1355 -6.5901
H 2.2978 -2.4143 -5.3473
H 3.2107 -2.6712 -6.8720
H 1.1616 -3.6893 -6.8817
C 3.1234 -7.5836 4.7504
Cl 1.8003 -8.0668 3.6680
Cl 2.7406 -6.0009 5.4789
Cl 3.3055 -8.7924 6.0334
Cl 4.6438 -7.4848 3.8119
C 5.6766 1.8491 -6.6283
C 4.1675 1.9436 -6.4685
C 3.7706 3.1875 -5.6876
O 3.6880 0.7840 -5.7916
H 6.1682 1.7837 -5.6524
H 5.9471 0.9468 -7.1807
H 6.0728 2.7170 -7.1606
H 3.6946 1.9614 -7.4528
H 4.1980 3.1674 -4.6795
H 2.6849 3.2370 -5.5712
H 4.1095 4.0956 -6.1915
H 4.0999 0.7567 -4.9188
C -2.5749 4.5834 7.8414
C -2.2558 5.9488 8.4198
O -0.9417 6.2513 7.9438
S -0.7387 5.5906 6.4856
O -0.9883 6.5886 5.5012
O 0.4484 4.8061 6.5039
O -2.0140 4.5955 6.5249
H -2.0889 3.7880 8.4118
H -3.6465 4.3939 7.7977
H -2.2819 5.9560 9.5079
H -2.9384 6.7112 8.0352
O 2.1213 -3.5519 -0.7980
H 1.3198 -3.7541 -0.3321
Li -0.0289 -3.9756 -1.3846
Cl 1.9705 -4.1955 -8.5219
Na -1.1696 0.5805 2.1802
Br 0.8283 -5.1880 6.9406
*
```